52
Properties=species:S:1:pos:R:3 method="wB97M-V/def2-TZVPD" spin_multiplicity=2 e_homo_ev="-7.9929 / -7.9917" orbital_gap_ev="8.23 / 5.89" lumo_energy_ev="0.239 / -2.101"
In 1.1118 -1.7385 0.1418
S 0.8039 -6.2478 1.8303
Sb -0.3353 -4.8255 0.4152
S -0.5856 -2.7805 1.7058
S 1.4391 -3.8706 -1.0348
Cl 1.2950 0.1612 2.1862
C -0.3492 0.5116 2.5308
C -0.7792 0.6426 3.8403
C -2.0978 0.9838 4.0886
C -2.9719 1.2049 3.0374
C -2.5481 1.0401 1.7309
C -1.2287 0.6928 1.4612
P -0.6161 0.3530 -0.2164
C 0.1564 1.9009 -0.7540
C 0.5140 2.9198 0.1249
C 1.2105 4.0199 -0.3482
C 1.5606 4.0990 -1.6862
C 1.1963 3.0900 -2.5646
C 0.4977 1.9912 -2.1021
C -2.1395 0.1885 -1.1978
C -2.7263 1.2425 -1.8930
C -3.8940 1.0274 -2.6040
C -4.4820 -0.2278 -2.6203
C -3.9000 -1.2818 -1.9311
C -2.7279 -1.0741 -1.2267
H -0.0933 0.4746 4.6556
H -2.4404 1.0831 5.1064
H -3.9916 1.4973 3.2284
H -3.2363 1.1943 0.9117
H 0.2468 2.8581 1.1719
H 1.4850 4.8163 0.3277
H 2.1279 4.9436 -2.0442
H 1.4619 3.1580 -3.6094
H 0.2206 1.1843 -2.7676
H -2.2685 2.2219 -1.8789
H -4.3444 1.8431 -3.1533
H -5.4014 -0.3851 -3.1645
H -4.3526 -2.2635 -1.9510
H -2.2655 -1.8916 -0.6825
C 3.1024 -3.6531 2.6059
O 2.8330 -2.5519 1.7513
H 3.7451 -3.3355 3.4335
H 3.5699 -4.4824 2.0669
H 2.1450 -3.9921 3.0046
H 3.6224 -2.3266 1.2420
Cl 5.1977 -1.7610 -1.6489
C 4.1294 -0.4967 -2.2728
C 2.8314 -0.6086 -1.4901
O 1.7675 -0.7362 -2.0904
O 2.9353 -0.5998 -0.2374
H 3.9577 -0.6774 -3.3332
H 4.6114 0.4645 -2.0955



41
Properties=species:S:1:pos:R:3 method="wB97M-V/def2-TZVPD" total_charge=-1 e_homo_ev=-2.3911 orbital_gap_ev=4.63 lumo_energy_ev=2.236
O -2.5200 -4.4939 0.5609
C -2.1863 -3.4048 0.3274
Co -1.7236 -1.8183 -0.2384
C -1.1952 -2.2320 -1.8512
O -0.8156 -2.5078 -2.9011
C -3.2908 -1.1174 -0.5817
O -4.3338 -0.7115 -0.9106
C 0.1060 -1.0097 0.5451
C 1.3121 -1.7630 0.1733
C 1.3091 -3.1666 0.1878
C 2.4452 -3.8779 -0.1932
C 3.6062 -3.1863 -0.5664
C 3.6081 -1.7777 -0.5974
C 2.4628 -1.0666 -0.2245
C -0.2366 0.3374 0.7127
C -0.3156 1.5321 -0.1021
Co -1.0280 -0.7970 1.9201
C -1.2914 -2.5290 2.6108
O -1.4044 -3.4986 3.2354
C -2.7133 -0.2369 1.9522
O -3.7029 0.3077 2.1501
C -0.3882 -0.1920 3.4270
O 0.0280 0.2878 4.3893
H 0.4166 -3.7054 0.4996
H 2.4291 -4.9646 -0.2003
H 4.5176 -3.7349 -0.8394
H 4.4943 -1.2206 -0.9066
H 2.4438 0.0241 -0.2306
H -1.1635 2.1150 0.2362
H -0.3098 1.2955 -1.2044
O -0.8763 5.4451 -0.4332
C -0.6866 4.6740 -1.6351
C 0.5750 3.8172 -1.4468
N 0.5088 3.2292 -0.0694
H -1.5434 6.1336 -0.6070
H -1.5225 3.9665 -1.7552
H -0.5957 5.3064 -2.5448
H 0.6193 2.9848 -2.1637
H 1.4919 4.4271 -1.5652
H 0.0530 3.9941 0.4635
H 1.4167 3.1347 0.3770



57
Properties=species:S:1:pos:R:3 method="wB97M-V/def2-TZVPD" spin_multiplicity=5 total_charge=+3 e_homo_ev="-17.0136 / -17.0109" orbital_gap_ev="6.89 / 3.94" lumo_energy_ev="-10.126 / -13.069"
Os 0.0000 0.0000 0.0000
I 2.8018 0.1337 0.0000
C 3.6546 2.0893 -0.0522
C 5.0642 1.9885 -0.0792
C 5.8559 3.1175 -0.1115
C 5.2456 4.3575 -0.1166
C 3.8489 4.4969 -0.0904
C 3.3881 5.8194 -0.0988
C 2.0412 6.1171 -0.0748
C 1.1293 5.0802 -0.0436
C 1.5320 3.7181 -0.0342
P 0.1337 2.5113 0.0000
C -0.8946 2.9793 1.4239
C -2.2538 2.6227 1.4664
C -3.0523 2.9313 2.5721
C -2.4993 3.5792 3.6719
C -1.1469 3.9054 3.6705
C -0.3514 3.5973 2.5622
C -0.7867 2.9687 -1.5051
C -0.4399 2.3130 -2.7001
C -1.0947 2.6004 -3.9010
C -2.1091 3.5519 -3.9298
C -2.4658 4.2158 -2.7597
C -1.8095 3.9267 -1.5587
C 2.9576 3.3691 -0.0574
H 5.5620 1.0206 -0.0745
H 6.9385 3.0339 -0.1321
H 5.8899 5.2362 -0.1421
H 4.0890 6.6531 -0.1249
H 1.7019 7.1487 -0.0809
H 0.0768 5.3539 -0.0161
H -2.7109 2.0901 0.6339
H -4.1030 2.6532 2.5753
H -3.1163 3.8135 4.5351
H -0.7025 4.3895 4.5364
H 0.7080 3.8401 2.6129
H 0.3515 1.5651 -2.7086
H -0.8088 2.0799 -4.8112
H -2.6188 3.7774 -4.8626
H -3.2550 4.9630 -2.7782
H -2.1110 4.4734 -0.6689
N -4.1737 3.5169 -1.1981
C -4.8674 2.4021 -0.8183
O -6.0935 2.4178 -0.8237
C -4.1206 1.1887 -0.4049
C -4.8370 0.0515 -0.0175
C -4.1560 -1.0995 0.3746
C -2.7716 -1.0768 0.3668
N -2.0434 0.0000 0.0000
C -2.7352 1.1065 -0.3769
H -4.7286 4.3191 -1.4714
H -3.1714 3.6142 -1.2312
H -5.9251 0.0599 -0.0204
H -4.6950 -1.9903 0.6780
H -2.1951 -1.9486 0.6638
H -2.0959 1.9345 -0.6590
H 0.0000 -1.7249 0.0000